Molecular formula: C72H195N22O5P5
Method: DFT, the ωB97M-V functional and the def2-TZVPD basis

Bonds (Å) are listed after each position.
Atoms and positions in Å:
1 O 2.416 -5.937 -1.892  P2 1.502
2 P 3.677 -5.876 -1.077  O1 1.502, N3 1.765, N6 1.780, N9 1.682
3 N 4.869 -7.166 -1.251  P2 1.765, C4 1.437, C5 1.459
4 C 4.858 -8.002 -2.421  N3 1.437, H12 1.090, H13 1.090, H14 1.090
5 C 5.896 -7.521 -0.276  N3 1.459, H15 1.090, H16 1.090, H17 1.090
6 N 3.387 -5.735 0.674  P2 1.780, C7 1.541, C8 1.438
7 C 2.827 -4.430 1.271  N6 1.541, H18 1.090, H19 1.090, H20 1.090
8 C 2.935 -6.916 1.359  N6 1.438, H21 1.090, H22 1.090, H23 1.090
9 N 4.627 -4.556 -1.504  P2 1.682, C10 1.477, C11 1.487
10 C 5.839 -4.145 -0.766  N9 1.477, H24 1.090, H25 1.090, H26 1.090
11 C 4.833 -4.203 -2.933  N9 1.487, H27 1.090, H28 1.090, H29 1.090
12 H 5.127 -9.014 -2.119  C4 1.090
13 H 5.477 -7.557 -3.200  C4 1.090
14 H 3.841 -8.224 -2.745  C4 1.090
15 H 6.138 -6.738 0.441  C5 1.090
16 H 6.778 -7.931 -0.768  C5 1.090
17 H 5.441 -8.314 0.318  C5 1.090
18 H 1.741 -4.519 1.287  C7 1.090
19 H 3.176 -4.272 2.291  C7 1.090
20 H 3.290 -3.582 0.767  C7 1.090
21 H 1.953 -7.009 0.894  C8 1.090
22 H 3.435 -7.813 0.992  C8 1.090
23 H 2.814 -6.854 2.440  C8 1.090
24 H 6.703 -4.732 -1.075  C10 1.090
25 H 5.960 -3.082 -0.979  C10 1.090
26 H 5.736 -4.334 0.303  C10 1.090
27 H 3.846 -3.883 -3.267  C11 1.090
28 H 5.138 -5.093 -3.485  C11 1.090
29 H 5.446 -3.322 -3.122  C11 1.090
30 O -4.252 2.082 2.975  P31 1.477
31 P -5.354 1.310 3.584  O30 1.477, N32 1.735, N35 1.727, N38 1.764
32 N -6.887 2.123 3.577  P31 1.735, C33 1.489, C34 1.464
33 C -7.188 3.130 2.522  N32 1.489, H41 1.090, H42 1.090, H43 1.090
34 C -8.017 1.742 4.426  N32 1.464, H44 1.090, H45 1.090, H46 1.090
35 N -4.973 0.943 5.228  P31 1.727, C36 1.497, C37 1.490
36 C -3.927 -0.086 5.524  N35 1.497, H47 1.090, H48 1.090, H49 1.090
37 C -4.931 2.126 6.132  N35 1.490, H50 1.090, H51 1.090, H52 1.090
38 N -5.723 -0.216 2.781  P31 1.764, C39 1.441, C40 1.433
39 C -6.499 -1.312 3.306  N38 1.441, H53 1.090, H54 1.090, H55 1.090
40 C -5.066 -0.506 1.541  N38 1.433, H56 1.090, H57 1.090, H58 1.090
41 H -6.543 3.996 2.674  C33 1.090
42 H -8.232 3.426 2.415  C33 1.090
43 H -6.915 2.670 1.573  C33 1.090
44 H -7.565 1.368 5.345  C34 1.090
45 H -8.642 1.006 3.920  C34 1.090
46 H -8.605 2.615 4.707  C34 1.090
47 H -3.811 -0.144 6.606  C36 1.090
48 H -4.192 -1.042 5.071  C36 1.090
49 H -2.941 0.199 5.158  C36 1.090
50 H -4.886 1.857 7.187  C37 1.090
51 H -4.001 2.677 5.999  C37 1.090
52 H -5.866 2.687 6.134  C37 1.090
53 H -7.130 -1.845 2.595  C39 1.090
54 H -5.875 -2.064 3.788  C39 1.090
55 H -7.211 -0.785 3.941  C39 1.090
56 H -4.433 -1.393 1.577  C40 1.090
57 H -4.464 0.357 1.256  C40 1.090
58 H -5.817 -0.693 0.773  C40 1.090
59 O 1.962 -4.560 5.965  P60 1.500
60 P 0.651 -3.833 5.910  O59 1.500, N61 1.700, N64 1.732, N67 1.691
61 N 0.112 -3.353 7.449  P60 1.700, C62 1.496, C63 1.414
62 C 1.131 -2.824 8.408  N61 1.496, H70 1.090, H71 1.090, H72 1.090
63 C -1.238 -3.104 7.785  N61 1.414, H73 1.090, H74 1.090, H75 1.090
64 N -0.644 -4.742 5.205  P60 1.732, C65 1.474, C66 1.505
65 C -0.944 -5.972 5.960  N64 1.474, H76 1.090, H77 1.090, H78 1.090
66 C -0.744 -4.890 3.710  N64 1.505, H79 1.090, H80 1.090, H81 1.090
67 N 0.765 -2.369 5.070  P60 1.691, C68 1.472, C69 1.456
68 C 2.110 -1.769 5.045  N67 1.472, H82 1.090, H83 1.090, H84 1.090
69 C -0.384 -1.479 5.006  N67 1.456, H85 1.090, H86 1.090, H87 1.090
70 H 0.884 -2.916 9.466  C62 1.090
71 H 1.239 -1.761 8.193  C62 1.090
72 H 2.119 -3.275 8.315  C62 1.090
73 H -1.313 -2.147 8.302  C63 1.090
74 H -1.442 -3.891 8.511  C63 1.090
75 H -1.941 -3.098 6.951  C63 1.090
76 H -1.992 -6.045 6.251  C65 1.090
77 H -0.720 -6.844 5.345  C65 1.090
78 H -0.380 -6.017 6.892  C65 1.090
79 H -0.631 -3.911 3.245  C66 1.090
80 H 0.113 -5.428 3.305  C66 1.090
81 H -1.631 -5.482 3.483  C66 1.090
82 H 2.178 -0.806 4.539  C68 1.090
83 H 2.438 -1.554 6.062  C68 1.090
84 H 2.873 -2.438 4.646  C68 1.090
85 H -0.278 -0.751 4.201  C69 1.090
86 H -0.712 -0.974 5.914  C69 1.090
87 H -1.269 -2.107 4.904  C69 1.090
88 O -4.117 -4.988 -4.768  P89 1.497
89 P -2.949 -4.110 -5.094  O88 1.497, N90 1.652, N93 1.741, N96 1.769
90 N -3.070 -2.616 -4.401  P89 1.652, C91 1.483, C92 1.518
91 C -4.113 -1.631 -4.779  N90 1.483, H99 1.090, H100 1.090, H101 1.090
92 C -2.629 -2.343 -2.975  N90 1.518, H102 1.090, H103 1.090, H104 1.090
93 N -2.783 -3.824 -6.804  P89 1.741, C94 1.477, C95 1.455
94 C -1.952 -2.726 -7.336  N93 1.477, H105 1.090, H106 1.090, H107 1.090
95 C -3.368 -4.717 -7.792  N93 1.455, H108 1.090, H109 1.090, H110 1.090
96 N -1.342 -4.716 -4.670  P89 1.769, C97 1.448, C98 1.476
97 C -1.097 -6.113 -4.379  N96 1.448, H111 1.090, H112 1.090, H113 1.090
98 C -0.131 -3.879 -4.768  N96 1.476, H114 1.090, H115 1.090, H116 1.090
99 H -4.140 -1.640 -5.869  C91 1.090
100 H -3.842 -0.589 -4.608  C91 1.090
101 H -5.067 -1.890 -4.321  C91 1.090
102 H -3.492 -2.304 -2.311  C92 1.090
103 H -2.023 -1.441 -2.890  C92 1.090
104 H -2.039 -3.208 -2.672  C92 1.090
105 H -2.529 -2.272 -8.142  C94 1.090
106 H -1.642 -1.980 -6.604  C94 1.090
107 H -1.074 -3.068 -7.884  C94 1.090
108 H -4.190 -5.253 -7.316  C95 1.090
109 H -3.690 -4.188 -8.689  C95 1.090
110 H -2.609 -5.393 -8.184  C95 1.090
111 H -2.021 -6.638 -4.140  C97 1.090
112 H -0.547 -6.532 -5.222  C97 1.090
113 H -0.446 -6.175 -3.507  C97 1.090
114 H 0.744 -4.481 -4.522  C98 1.090
115 H -0.231 -3.029 -4.093  C98 1.090
116 H -0.052 -3.629 -5.826  C98 1.090
117 O 1.846 0.842 0.821  P118 1.519
118 P 1.227 0.056 -0.322  O117 1.519, N119 1.733, N122 1.692, N125 1.745
119 N -0.220 -0.812 0.074  P118 1.733, C120 1.497, C121 1.498
120 C -0.048 -1.820 1.168  N119 1.497, H128 1.090, H129 1.090, H130 1.090
121 C -1.538 -0.123 0.248  N119 1.498, H131 1.090, H132 1.090, H133 1.090
122 N 2.124 -1.178 -1.054  P118 1.692, C123 1.422, C124 1.512
123 C 3.544 -1.122 -1.123  N122 1.422, H134 1.090, H135 1.090, H136 1.090
124 C 1.483 -2.385 -1.699  N122 1.512, H137 1.090, H138 1.090, H139 1.090
125 N 0.753 0.996 -1.714  P118 1.745, C126 1.433, C127 1.485
126 C 0.185 0.418 -2.896  N125 1.433, H140 1.090, H141 1.090, H142 1.090
127 C 0.673 2.474 -1.595  N125 1.485, H143 1.090, H144 1.090, H145 1.090
128 H 0.268 -1.342 2.095  C120 1.090
129 H 0.663 -2.571 0.823  C120 1.090
130 H -0.983 -2.355 1.334  C120 1.090
131 H -1.595 0.445 1.177  C121 1.090
132 H -2.351 -0.848 0.280  C121 1.090
133 H -1.663 0.525 -0.620  C121 1.090
134 H 3.946 -0.170 -1.471  C123 1.090
135 H 3.947 -1.366 -0.141  C123 1.090
136 H 3.942 -1.824 -1.856  C123 1.090
137 H 1.772 -2.463 -2.748  C124 1.090
138 H 1.784 -3.327 -1.241  C124 1.090
139 H 0.393 -2.383 -1.690  C124 1.090
140 H -0.228 -0.550 -2.609  C126 1.090
141 H -0.569 1.010 -3.414  C126 1.090
142 H 0.982 0.294 -3.629  C126 1.090
143 H 0.531 2.845 -0.580  C127 1.090
144 H -0.193 2.867 -2.129  C127 1.090
145 H 1.610 2.917 -1.933  C127 1.090
146 C -2.815 6.395 -0.043  C147 1.522, H153 1.090, H154 1.090, H155 1.090
147 C -2.658 7.366 -1.204  C146 1.522, N148 1.461, H156 1.090, H157 1.090
148 N -1.945 6.869 -2.378  C147 1.461, C149 1.501, C151 1.483
149 C -2.764 5.925 -3.210  N148 1.501, C150 1.515, H158 1.090, H159 1.090
150 C -3.944 6.639 -3.836  C149 1.515, H160 1.090, H161 1.090, H162 1.090
151 C -0.679 6.188 -2.014  N148 1.483, C152 1.542, H163 1.090, H164 1.090
152 C 0.369 7.208 -1.521  C151 1.542, H165 1.090, H166 1.090, H167 1.090
153 H -1.831 6.116 0.333  C146 1.090
154 H -3.359 5.485 -0.297  C146 1.090
155 H -3.447 6.872 0.706  C146 1.090
156 H -3.719 7.556 -1.368  C147 1.090
157 H -2.233 8.319 -0.888  C147 1.090
158 H -2.006 5.622 -3.932  C149 1.090
159 H -3.046 5.031 -2.654  C149 1.090
160 H -4.736 6.859 -3.121  C150 1.090
161 H -3.692 7.608 -4.268  C150 1.090
162 H -4.354 6.016 -4.631  C150 1.090
163 H -0.286 5.632 -2.865  C151 1.090
164 H -0.743 5.397 -1.267  C151 1.090
165 H 1.437 6.992 -1.528  C152 1.090
166 H 0.180 7.579 -0.514  C152 1.090
167 H 0.265 8.104 -2.132  C152 1.090
168 C 5.295 0.655 6.225  C169 1.594, H175 1.090, H176 1.090, H177 1.090
169 C 4.890 1.413 4.883  C168 1.594, N170 1.474, H178 1.090, H179 1.090
170 N 6.003 1.293 3.923  C169 1.474, C171 1.465, C173 1.475
171 C 5.832 2.071 2.695  N170 1.465, C172 1.547, H180 1.090, H181 1.090
172 C 5.766 3.573 3.059  C171 1.547, H182 1.090, H183 1.090, H184 1.090
173 C 6.270 -0.127 3.625  N170 1.475, C174 1.534, H185 1.090, H186 1.090
174 C 5.103 -0.878 2.969  C173 1.534, H187 1.090, H188 1.090, H189 1.090
175 H 4.783 1.184 7.029  C168 1.090
176 H 6.335 0.784 6.525  C168 1.090
177 H 5.055 -0.406 6.168  C168 1.090
178 H 3.899 1.197 4.484  C169 1.090
179 H 4.775 2.449 5.201  C169 1.090
180 H 6.492 1.773 1.881  C171 1.090
181 H 4.858 1.886 2.242  C171 1.090
182 H 5.682 4.012 2.065  C172 1.090
183 H 4.941 3.745 3.752  C172 1.090
184 H 6.641 4.026 3.525  C172 1.090
185 H 6.620 -0.660 4.509  C173 1.090
186 H 7.053 -0.177 2.868  C173 1.090
187 H 4.705 -0.444 2.051  C174 1.090
188 H 4.300 -1.111 3.667  C174 1.090
189 H 5.461 -1.863 2.670  C174 1.090
190 C -1.781 -4.616 -0.075  C191 1.527, H197 1.090, H198 1.090, H199 1.090
191 C -3.140 -4.921 0.552  C190 1.527, N192 1.455, H200 1.090, H201 1.090
192 N -4.211 -4.500 -0.338  C191 1.455, C193 1.445, C195 1.475
193 C -5.468 -4.377 0.365  N192 1.445, C194 1.540, H202 1.090, H203 1.090
194 C -6.385 -3.393 -0.384  C193 1.540, H204 1.090, H205 1.090, H206 1.090
195 C -4.229 -5.213 -1.629  N192 1.475, C196 1.538, H207 1.090, H208 1.090
196 C -4.592 -6.704 -1.526  C195 1.538, H209 1.090, H210 1.090, H211 1.090
197 H -1.615 -3.597 -0.426  C190 1.090
198 H -1.558 -5.344 -0.855  C190 1.090
199 H -1.030 -4.767 0.699  C190 1.090
200 H -3.250 -5.952 0.887  C191 1.090
201 H -3.229 -4.247 1.404  C191 1.090
202 H -6.025 -5.306 0.485  C193 1.090
203 H -5.304 -3.970 1.362  C193 1.090
204 H -7.135 -3.835 -1.041  C194 1.090
205 H -6.861 -2.896 0.461  C194 1.090
206 H -5.856 -2.552 -0.833  C194 1.090
207 H -3.268 -5.032 -2.110  C195 1.090
208 H -4.838 -4.736 -2.396  C195 1.090
209 H -5.566 -6.837 -1.055  C196 1.090
210 H -3.782 -7.277 -1.074  C196 1.090
211 H -4.667 -7.037 -2.561  C196 1.090
212 C -7.664 0.637 -3.164  C213 1.526, H219 1.090, H220 1.090, H221 1.090
213 C -6.515 0.854 -2.182  C212 1.526, N214 1.487, H222 1.090, H223 1.090
214 N -5.220 1.132 -2.857  C213 1.487, C215 1.491, C217 1.500
215 C -4.043 1.000 -1.951  N214 1.491, C216 1.525, H224 1.090, H225 1.090
216 C -4.013 2.113 -0.910  C215 1.525, H226 1.090, H227 1.090, H228 1.090
217 C -5.260 2.369 -3.705  N214 1.500, C218 1.561, H229 1.090, H230 1.090
218 C -4.092 2.317 -4.740  C217 1.561, H231 1.090, H232 1.090, H233 1.090
219 H -8.558 0.159 -2.766  C212 1.090
220 H -7.345 0.062 -4.033  C212 1.090
221 H -8.000 1.625 -3.480  C212 1.090
222 H -6.685 1.509 -1.327  C213 1.090
223 H -6.373 -0.057 -1.602  C213 1.090
224 H -3.125 1.059 -2.536  C215 1.090
225 H -4.111 -0.029 -1.598  C215 1.090
226 H -4.933 2.003 -0.336  C216 1.090
227 H -3.952 3.102 -1.365  C216 1.090
228 H -3.124 2.014 -0.288  C216 1.090
229 H -6.184 2.487 -4.272  C217 1.090
230 H -5.115 3.282 -3.127  C217 1.090
231 H -4.049 3.173 -5.414  C218 1.090
232 H -3.133 2.224 -4.231  C218 1.090
233 H -4.159 1.397 -5.320  C218 1.090
234 C 4.650 4.584 -0.673  C235 1.568, H241 1.090, H242 1.090, H243 1.090
235 C 5.797 3.853 -1.452  C234 1.568, N236 1.447, H244 1.090, H245 1.090
236 N 6.833 3.385 -0.556  C235 1.447, C237 1.476, C239 1.482
237 C 7.532 2.163 -1.000  N236 1.476, C238 1.511, H246 1.090, H247 1.090
238 C 6.634 0.957 -1.144  C237 1.511, H248 1.090, H249 1.090, H250 1.090
239 C 7.779 4.517 -0.405  N236 1.482, C240 1.498, H251 1.090, H252 1.090
240 C 8.862 4.325 0.612  C239 1.498, H253 1.090, H254 1.090, H255 1.090
241 H 4.888 5.560 -0.251  C234 1.090
242 H 4.301 3.857 0.061  C234 1.090
243 H 3.793 4.670 -1.342  C234 1.090
244 H 5.219 2.956 -1.670  C235 1.090
245 H 6.199 4.332 -2.346  C235 1.090
246 H 8.169 2.400 -1.853  C237 1.090
247 H 8.210 1.807 -0.224  C237 1.090
248 H 7.284 0.083 -1.109  C238 1.090
249 H 5.899 0.988 -0.340  C238 1.090
250 H 6.125 0.970 -2.108  C238 1.090
251 H 7.213 5.399 -0.108  C239 1.090
252 H 8.235 4.798 -1.355  C239 1.090
253 H 8.601 3.775 1.516  C240 1.090
254 H 9.300 5.306 0.793  C240 1.090
255 H 9.639 3.704 0.164  C240 1.090
256 C -1.715 3.750 4.091  C257 1.508, H263 1.090, H264 1.090, H265 1.090
257 C -1.007 4.694 3.150  C256 1.508, N258 1.497, H266 1.090, H267 1.090
258 N 0.478 4.538 3.267  C257 1.497, C259 1.496, C261 1.459
259 C 0.941 3.214 2.745  N258 1.496, C260 1.502, H268 1.090, H269 1.090
260 C 1.405 2.296 3.839  C259 1.502, H270 1.090, H271 1.090, H272 1.090
261 C 1.249 5.584 2.604  N258 1.459, C262 1.554, H273 1.090, H274 1.090
262 C 1.007 6.928 3.344  C261 1.554, H275 1.090, H276 1.090, H277 1.090
263 H -1.107 3.813 4.993  C256 1.090
264 H -1.600 2.679 3.926  C256 1.090
265 H -2.756 3.951 4.345  C256 1.090
266 H -1.206 4.545 2.089  C257 1.090
267 H -1.405 5.675 3.408  C257 1.090
268 H 0.155 2.766 2.137  C259 1.090
269 H 1.888 3.320 2.216  C259 1.090
270 H 2.006 2.826 4.577  C260 1.090
271 H 0.487 1.948 4.313  C260 1.090
272 H 1.924 1.500 3.306  C260 1.090
273 H 1.043 5.603 1.533  C261 1.090
274 H 2.326 5.473 2.730  C261 1.090
275 H -0.053 7.174 3.279  C262 1.090
276 H 1.532 7.763 2.879  C262 1.090
277 H 1.494 6.880 4.318  C262 1.090
278 C 1.287 3.070 -6.629  C279 1.544, H285 1.090, H286 1.090, H287 1.090
279 C 1.461 3.429 -5.137  C278 1.544, N280 1.477, H288 1.090, H289 1.090
280 N 2.586 4.335 -4.828  C279 1.477, C281 1.507, C283 1.459
281 C 3.902 3.651 -5.093  N280 1.507, C282 1.532, H290 1.090, H291 1.090
282 C 4.094 2.338 -4.329  C281 1.532, H292 1.090, H293 1.090, H294 1.090
283 C 2.439 5.617 -5.508  N280 1.459, C284 1.501, H295 1.090, H296 1.090
284 C 3.191 6.707 -4.803  C283 1.501, H297 1.090, H298 1.090, H299 1.090
285 H 1.241 3.898 -7.336  C278 1.090
286 H 0.388 2.458 -6.706  C278 1.090
287 H 2.052 2.418 -7.051  C278 1.090
288 H 0.478 3.730 -4.774  C279 1.090
289 H 1.563 2.532 -4.527  C279 1.090
290 H 4.053 3.539 -6.167  C281 1.090
291 H 4.693 4.314 -4.742  C281 1.090
292 H 5.150 2.101 -4.199  C282 1.090
293 H 3.640 2.330 -3.338  C282 1.090
294 H 3.561 1.498 -4.775  C282 1.090
295 H 1.368 5.817 -5.542  C283 1.090
296 H 2.917 5.611 -6.488  C283 1.090
297 H 2.664 6.967 -3.884  C284 1.090
298 H 3.076 7.620 -5.386  C284 1.090
299 H 4.229 6.409 -4.658  C284 1.090

Calculated values
HOMO energy: -7.849 eV
Orbital gap: 8.28 eV
E: -6147.7996 hartree
LUMO: 0.43 eV
Net charge: 0
Structure (SMILES): CN(C)P(=O)(N(C)C)N(C)C.CN(C)P(=O)(N(C)C)N(C)C.CN(C)P(=O)(N(C)C)N(C)C.CN(C)P(=O)(N(C)C)N(C)C.CN(C)P(=O)(N(C)C)N(C)C.CCN(CC)CC.CCN(CC)CC.CCN(CC)CC.CCN(CC)CC.CCN(CC)CC.CCN(CC)CC.CCN(CC)CC